Computed, not measured: C14H50B2O15Pd2PtS2 as an isolated structure in a non-equilibrium geometry, with the ωB97M-V functional and the def2-TZVPD basis.

XYZ file:
```
86
Properties=species:S:1:pos:R:3:forces:R:3
Pt -2.3778 -2.2932 0.9135 0.235 0.208 0.275
Pd 2.2568 -1.0509 1.8517 -0.684 0.181 -0.278
Pd -2.4501 0.2721 3.9804 0.802 -1.425 -0.697
B 2.0781 -2.7592 0.1291 0.505 0.492 -0.158
H 1.9976 -3.0066 1.3102 0.106 -0.548 0.569
H 3.1811 -2.3266 -0.1156 0.022 -0.161 -0.359
H 1.8557 -3.7771 -0.4800 -0.184 -0.127 0.115
H 1.2232 -1.9144 -0.0982 0.130 0.186 -0.154
B -3.7993 -0.8313 2.3599 -0.597 1.251 -0.997
H -4.3188 -0.3264 3.3203 -0.999 -0.066 0.567
H -3.7662 -0.0002 1.4865 0.036 0.146 0.101
H -2.6682 -1.1104 2.6721 0.641 -0.212 0.236
H -4.3980 -1.8103 1.9508 0.070 -0.404 0.463
S -0.5409 0.6908 1.2665 -0.230 -0.432 0.632
O -1.1922 1.0631 2.5591 0.242 0.806 -0.252
O -1.0402 -0.6044 0.7805 0.345 0.498 -0.404
O -0.7970 1.7361 0.2704 0.557 -0.377 0.548
O 0.9114 0.5816 1.5034 0.125 0.564 -0.163
S -0.3933 -2.3682 3.7815 0.290 -1.267 -0.468
O 0.9019 -1.9633 3.2021 -0.165 0.410 0.649
O -1.0302 -1.1836 4.4996 -0.276 0.541 0.237
O -1.2825 -2.8382 2.6750 -0.171 -0.202 0.083
O -0.2262 -3.4325 4.7276 -0.030 0.366 0.184
C -5.1061 -1.2872 -2.5655 -0.483 -0.469 0.455
C -4.7767 -1.5623 -1.1149 0.096 0.443 0.598
O -3.3536 -1.5560 -0.8870 -0.050 -0.474 -0.284
H -4.4747 -1.8989 -3.2065 0.125 0.283 -0.187
H -5.0602 -0.2204 -2.7633 0.332 -0.009 -0.318
H -6.1383 -1.6021 -2.7388 -0.004 0.073 -0.047
H -5.1460 -2.5208 -0.7523 0.121 -0.135 -0.231
H -5.2236 -0.8030 -0.4638 -0.029 -0.033 -0.046
H -2.9711 -0.6651 -1.1158 -0.155 0.282 -0.054
C 0.1812 5.9403 -1.8253 0.562 -0.427 0.803
C -0.1056 4.4932 -1.4320 -0.227 0.655 -0.910
O -0.5642 4.3798 -0.1138 -0.113 0.084 0.002
H 0.9752 6.3041 -1.1647 0.019 0.127 -0.197
H -0.6580 6.6219 -1.7063 -0.211 -0.179 -0.189
H 0.5543 5.9080 -2.8477 -0.069 0.349 -0.075
H 0.8270 3.9394 -1.6004 -0.117 -0.213 0.069
H -0.8642 4.1334 -2.1488 0.227 -0.193 0.152
H -0.7635 3.4387 0.0168 0.122 0.269 0.357
C -3.8618 2.5377 -0.5356 0.214 0.532 -0.180
C -3.0494 2.1119 -1.7384 0.398 -1.016 0.462
O -2.3810 0.8591 -1.4816 -0.566 -0.771 -0.698
H -3.2146 2.5831 0.3412 -0.148 -0.165 0.056
H -4.6940 1.8543 -0.3801 -0.018 -0.027 0.182
H -4.2412 3.5516 -0.6852 -0.158 -0.070 -0.037
H -2.2798 2.8354 -2.0079 -0.280 0.126 -0.085
H -3.6896 1.8798 -2.5874 0.018 0.363 -0.180
H -1.6945 0.9561 -0.7951 -0.237 0.599 -0.250
C 5.4746 0.1894 -1.0138 0.371 -0.046 -0.483
C 4.9296 0.2432 0.3961 0.190 0.556 -0.026
O 3.5001 0.0984 0.4051 1.202 0.180 -0.078
H 5.5180 -0.8005 -1.4695 -0.253 -0.119 0.263
H 6.4961 0.5785 -1.0404 -0.049 0.029 0.117
H 4.8850 0.8246 -1.6825 -0.016 0.032 0.116
H 5.1741 1.2321 0.8017 -0.070 -0.048 0.126
H 5.4090 -0.4799 1.0535 -0.328 -0.286 -0.031
H 3.2179 0.6546 -0.3461 -0.987 -0.298 0.055
C -1.2078 -5.1791 -1.8805 0.210 0.314 -1.015
C -0.9939 -3.6756 -1.8112 0.020 -0.073 -0.091
O -0.8842 -3.2035 -0.4561 -0.069 -0.478 -0.523
H -2.2289 -5.4430 -1.6148 0.138 -0.228 0.387
H -0.4316 -5.7363 -1.3601 -0.246 0.062 0.469
H -1.0684 -5.4755 -2.9287 -0.205 0.070 0.027
H -1.8041 -3.1295 -2.2931 -0.173 -0.049 0.214
H -0.0956 -3.3896 -2.3663 0.153 -0.019 0.306
H 0.0571 -3.2657 -0.1996 -0.039 0.226 0.268
C 2.1844 -0.0845 -3.7480 -0.360 0.306 -0.119
C 1.4569 0.0285 -2.4200 0.575 0.339 -0.880
O 1.9575 1.1927 -1.7236 -0.665 -0.321 0.220
H 1.6451 -0.8427 -4.3229 0.665 -0.406 0.019
H 3.2528 -0.2423 -3.6092 -0.050 -0.505 -0.154
H 2.0925 0.8091 -4.3721 -0.136 0.226 0.377
H 1.6324 -0.8591 -1.8141 -0.113 -0.042 0.014
H 0.3963 0.1132 -2.6789 -0.077 0.221 0.555
H 1.2493 1.4129 -1.1011 0.179 0.301 0.147
C 4.9638 1.4886 4.1617 -0.356 -0.419 0.441
C 3.5384 1.0893 4.5038 -0.277 0.179 -1.334
O 2.8332 0.7158 3.2887 0.323 -0.474 -0.180
H 5.4916 1.6237 5.1080 0.163 0.255 -0.137
H 4.9666 2.3964 3.5643 0.166 0.046 0.015
H 5.4618 0.6805 3.6251 -0.010 0.046 -0.079
H 2.9776 1.9557 4.8500 0.161 -0.192 0.763
H 3.5094 0.2215 5.1568 -0.148 0.198 0.311
H 2.0924 1.2996 3.0918 -0.028 -0.013 0.025
```
Forces are in eV/Å.

Frontier orbital gap (spin up / spin down), eV: 7.9 / 6.5
Multiplicity: 7
⟨S²⟩: 12.01

Results of the Mulliken charge analysis, in e, for atoms 1 through 6:
1 Pt 4.965
2 Pd 0.129
3 Pd 0.495
4 B 2.368
5 H -0.365
6 H -0.509

=====

Computed, not measured: a 8-piece molecular cluster, C38H76F2IN8O7 overall in a non-equilibrium geometry, with the ωB97M-V functional and the def2-TZVPD basis.

XYZ file:
```
132
Properties=species:S:1:pos:R:3:forces:R:3
C 2.8946 -3.1200 -0.2589 -0.141 0.225 0.919
C 1.5387 -2.5111 0.1173 -0.380 -0.378 -0.430
C 0.6642 -2.1110 -1.0956 -0.196 0.597 0.866
C 0.7135 -0.5929 -1.3851 -0.118 -0.951 -0.155
C -0.2593 0.2558 -0.5145 0.689 0.723 -0.784
C 0.4674 0.9584 0.5994 -0.961 -0.672 0.309
N 1.3187 1.9403 0.2512 -0.015 -0.040 0.137
C 2.0506 2.6758 1.1047 0.528 -0.059 0.127
C 2.8934 3.7711 0.5199 -0.571 0.606 -0.176
C 2.1784 5.1458 0.6963 0.553 0.229 0.018
F 0.9410 4.9883 1.2873 -0.222 -0.049 -0.041
C 1.9696 2.3977 2.4633 -0.119 0.231 0.290
C 2.7984 3.1643 3.4772 0.104 -0.960 -0.305
C 4.2745 2.7258 3.4022 0.378 -0.440 0.254
C 4.4619 1.2935 3.9627 -0.363 0.583 -0.714
I 6.4337 0.9537 4.6994 -0.249 0.001 0.008
C 1.0908 1.3931 2.8641 -0.050 0.025 -0.692
C 0.3138 0.6719 1.9460 0.409 0.137 0.212
C -0.6423 -0.3539 2.5185 -0.183 0.453 0.907
C -2.0051 0.2270 2.8987 0.110 -0.624 -0.577
F -0.8223 -1.4540 1.7098 0.005 -0.070 -0.276
H 2.8068 -3.8652 -1.0472 0.041 0.193 -0.171
H 3.2894 -3.6397 0.6195 0.102 0.027 -0.104
H 3.6162 -2.3350 -0.4921 0.029 -0.177 -0.405
H 1.6665 -1.6414 0.7705 0.145 -0.042 -0.002
H 0.9662 -3.2274 0.7119 0.139 -0.058 -0.019
H 0.9221 -2.6870 -1.9834 0.040 0.049 0.013
H -0.3763 -2.3395 -0.8484 0.031 -0.179 -0.261
H 1.7482 -0.2702 -1.2224 -0.054 0.211 -0.216
H 0.4593 -0.4625 -2.4382 0.046 0.242 0.072
H -1.1240 -0.2962 -0.1655 0.163 -0.128 0.100
H -0.6427 1.0456 -1.1744 -0.095 0.001 0.154
H 1.4052 2.1351 -0.7395 0.015 0.024 -0.018
H 3.8610 3.8499 1.0038 -0.002 -0.249 0.032
H 3.0612 3.6071 -0.5465 0.023 -0.184 0.066
H 2.7759 5.7971 1.3355 -0.095 -0.077 0.116
H 2.0467 5.6574 -0.2576 -0.123 -0.156 -0.033
H 2.4429 2.8455 4.4597 -0.104 0.440 0.062
H 2.6701 4.2392 3.3762 0.147 0.015 0.034
H 4.6389 2.6929 2.3734 0.044 0.197 0.039
H 4.9095 3.4226 3.9442 -0.249 0.146 0.042
H 3.7108 1.1065 4.7286 0.363 -0.208 0.259
H 4.3253 0.5870 3.1448 -0.017 -0.215 0.251
H 1.0015 1.1666 3.9211 0.012 0.014 -0.003
H -0.1879 -0.7213 3.4455 0.124 -0.070 -0.127
H -2.5465 -0.5618 3.4232 -0.043 0.207 0.175
H -2.5808 0.4462 1.9961 0.089 0.255 0.056
H -1.8955 1.1132 3.5196 -0.075 -0.013 0.015
C 5.3129 7.3363 3.0692 -0.297 -0.422 0.064
C 5.0352 6.5418 4.3236 -0.049 -0.087 0.149
O 4.1867 5.6479 4.3643 0.008 0.133 -0.251
N 5.7525 6.8382 5.4247 -0.009 0.028 -0.181
C 6.7893 7.8455 5.5857 -0.069 -0.208 0.206
H 4.6559 6.9730 2.2808 -0.012 -0.074 0.062
H 5.1190 8.3902 3.2342 0.192 0.091 0.003
H 6.3467 7.2068 2.7541 0.041 0.197 0.022
H 5.5137 6.2693 6.2221 0.008 0.014 0.023
H 7.7195 7.3616 5.8873 0.042 0.086 -0.025
H 6.4933 8.5481 6.3653 0.072 0.076 -0.049
H 6.9552 8.3931 4.6653 -0.045 0.025 -0.038
C -3.8377 -4.9401 -3.5430 0.067 0.042 -0.110
C -3.1108 -3.7966 -2.8839 0.155 0.006 -0.006
O -2.1814 -3.2079 -3.4261 0.020 0.070 0.028
N -3.5304 -3.4259 -1.6484 -0.016 -0.278 -0.132
C -4.6038 -4.0080 -0.8589 0.143 0.269 0.110
H -3.4003 -5.1250 -4.5199 0.098 0.057 0.031
H -3.7504 -5.8475 -2.9454 -0.170 -0.013 -0.003
H -4.8921 -4.6883 -3.6695 -0.041 -0.126 0.107
H -3.0137 -2.6513 -1.2657 0.003 -0.008 0.038
H -5.3564 -3.2445 -0.6524 -0.100 -0.102 0.021
H -4.2068 -4.3713 0.0904 -0.095 -0.078 0.007
H -5.0776 -4.8351 -1.3790 -0.004 0.000 0.004
C 8.1846 11.5830 1.9370 0.020 -0.050 0.054
C 6.9840 10.6795 2.0657 0.039 -0.027 0.105
O 6.8733 9.8752 2.9838 0.075 0.247 -0.139
N 6.0163 10.7867 1.1216 0.195 0.057 0.041
C 5.9763 11.6758 -0.0266 -0.286 -0.251 0.100
H 8.8632 11.3810 2.7595 -0.052 -0.052 0.025
H 8.7061 11.3955 0.9979 -0.008 0.109 -0.024
H 7.8814 12.6293 1.9818 0.050 0.018 -0.094
H 5.2410 10.1596 1.2635 -0.037 0.027 -0.019
H 5.0964 12.3170 0.0369 0.062 0.089 -0.078
H 5.9138 11.0882 -0.9435 0.054 0.103 -0.067
H 6.8620 12.2992 -0.0696 0.021 -0.015 0.035
C -8.9093 -7.2286 -2.3073 0.026 0.023 0.063
C -7.4834 -6.9404 -2.7087 0.121 -0.022 -0.077
O -6.6493 -6.5511 -1.9030 0.024 0.107 0.065
N -7.1460 -7.1324 -4.0087 -0.173 0.062 0.139
C -7.9894 -7.5860 -5.0991 0.383 0.065 -0.018
H -9.0191 -7.0305 -1.2457 0.079 0.019 0.002
H -9.5984 -6.5870 -2.8574 -0.054 -0.090 -0.035
H -9.1559 -8.2738 -2.4963 -0.083 0.033 -0.061
H -6.1785 -6.9296 -4.2093 0.031 -0.100 -0.041
H -7.5814 -8.5067 -5.5185 -0.111 -0.023 -0.049
H -8.0149 -6.8279 -5.8834 -0.116 -0.052 -0.044
H -9.0020 -7.7730 -4.7594 0.001 0.014 0.042
C -1.7328 -4.3335 3.5962 -0.010 -0.008 -0.001
C -2.3674 -4.7333 4.9088 -0.138 -0.095 0.060
O -3.4673 -5.2500 4.9623 0.015 0.044 -0.050
N -1.6571 -4.4908 6.0465 0.056 0.091 -0.199
C -0.3437 -3.8912 6.1759 -0.263 -0.144 0.292
H -2.4109 -4.5865 2.7870 -0.065 -0.040 0.071
H -1.5487 -3.2582 3.5739 0.129 -0.025 -0.046
H -0.7943 -4.8690 3.4470 0.056 0.112 -0.030
H -2.1348 -4.7793 6.8857 0.015 -0.015 0.014
H 0.3364 -4.5918 6.6630 0.119 0.078 -0.054
H -0.4083 -2.9894 6.7890 0.126 0.039 -0.045
H 0.0630 -3.6283 5.2048 -0.025 -0.032 -0.028
C -4.1621 -0.5555 -3.1055 -0.052 0.175 -0.086
C -5.2017 0.4479 -3.5463 -0.143 -0.051 -0.035
O -6.3008 0.1099 -3.9438 0.038 -0.015 0.017
N -4.8654 1.7693 -3.4849 0.114 -0.142 0.070
C -3.6168 2.3555 -3.0459 -0.352 0.197 -0.137
H -4.5656 -1.5550 -3.2087 -0.107 0.045 -0.040
H -3.2692 -0.4779 -3.7269 0.087 -0.060 0.121
H -3.9012 -0.3911 -2.0575 0.111 0.000 -0.026
H -5.6011 2.3859 -3.7919 0.006 0.015 -0.007
H -3.7980 3.0215 -2.1987 0.141 -0.004 0.034
H -3.1761 2.9391 -3.8569 0.136 -0.006 0.068
H -2.9124 1.5864 -2.7450 -0.027 -0.047 -0.024
C -0.8200 -8.4138 -6.3511 -0.025 -0.033 0.035
C -2.1358 -7.6742 -6.3162 -0.095 0.019 0.032
O -3.0691 -8.0463 -5.6233 -0.045 0.039 0.035
N -2.2495 -6.5629 -7.0921 0.159 -0.138 0.048
C -1.2561 -5.9730 -7.9699 -0.370 0.146 0.067
H -0.8845 -9.2690 -5.6858 -0.080 0.022 0.017
H -0.6071 -8.7692 -7.3598 0.097 0.051 0.005
H -0.0088 -7.7671 -6.0145 0.051 -0.019 -0.094
H -3.1504 -6.1170 -7.0257 -0.005 0.017 -0.034
H -1.0456 -4.9507 -7.6511 0.119 -0.009 -0.060
H -1.6373 -5.9472 -8.9921 0.131 0.005 -0.046
H -0.3335 -6.5423 -7.9545 -0.012 -0.033 0.027
```
Forces are in eV/Å.

Frontier orbital gap, eV: 7.0
Charge: +1

Results of the Mulliken charge analysis, in e, for atoms 1 through 6:
1 C -1.461
2 C 0.044
3 C -0.145
4 C -0.960
5 C -0.837
6 C -0.455

=====

Computed, not measured: C32H50N3O7P3S3W as an isolated structure in a non-equilibrium geometry, with the ωB97M-V functional and the def2-TZVPD basis.

XYZ file:
```
99
Properties=species:S:1:pos:R:3:forces:R:3
W 0.5499 0.6782 0.2264 0.507 -0.352 -0.626
O 1.7006 4.1260 1.9313 -0.099 -0.184 0.116
S 1.0394 2.8667 1.8364 0.250 1.572 1.643
O 1.9383 1.6910 1.7165 -0.861 -0.182 -0.612
O 0.1013 2.7819 0.6807 -0.393 -1.034 -0.823
C 0.0050 2.6276 3.2772 0.121 -0.017 -0.393
C -0.1129 3.6638 4.1858 0.157 0.180 0.027
C -0.9492 3.5235 5.2821 0.038 -0.081 -0.111
C -1.6649 2.3483 5.4568 0.005 0.026 -0.003
C -1.5527 1.3205 4.5391 0.240 0.027 -0.257
C -0.7188 1.4520 3.4271 -0.150 -0.091 -0.083
P -0.5589 0.0664 2.2392 -0.210 -0.633 0.664
C -2.2767 -0.4761 2.0082 0.046 -0.050 -0.070
C -2.5020 -1.7832 1.5787 0.093 0.116 0.067
C -3.7885 -2.2085 1.3037 -0.043 -0.093 -0.046
C -4.8561 -1.3340 1.4258 0.002 0.056 0.044
C -4.6298 -0.0259 1.8199 -0.094 0.027 0.000
C -3.3473 0.4086 2.1027 0.211 -0.073 0.046
C 0.2341 -1.1397 3.3545 0.069 -0.032 -0.271
C -0.4534 -2.0467 4.1529 0.021 0.098 -0.158
C 0.2520 -2.8687 5.0139 -0.057 -0.111 0.106
C 1.6312 -2.7775 5.1038 0.020 0.035 -0.053
C 2.3153 -1.8655 4.3149 0.009 0.006 0.098
C 1.6237 -1.0546 3.4339 -0.082 0.130 -0.097
H 0.4528 4.5650 4.0118 0.051 0.137 0.079
H -1.0484 4.3255 5.9957 0.030 0.109 0.050
H -2.3196 2.2314 6.3065 -0.050 0.011 0.098
H -2.1210 0.4108 4.6684 -0.024 -0.066 0.062
H -1.6636 -2.4587 1.4623 0.002 -0.087 0.023
H -3.9647 -3.2271 0.9987 0.004 -0.170 -0.072
H -5.8615 -1.6686 1.2200 -0.084 -0.053 -0.017
H -5.4573 0.6585 1.9194 -0.123 0.094 0.000
H -3.1742 1.4344 2.4015 -0.063 0.017 0.031
H -1.5301 -2.1211 4.0921 -0.069 -0.029 0.022
H -0.2787 -3.5855 5.6204 -0.076 -0.078 0.091
H 2.1712 -3.4152 5.7881 0.032 -0.050 0.046
H 3.3886 -1.7835 4.3911 0.127 0.030 0.002
H 2.1525 -0.3407 2.8081 0.002 -0.167 0.104
C 3.9350 -4.8886 1.0111 -0.204 0.297 0.041
C 3.7919 -3.4537 1.4850 0.415 -0.270 0.110
O 2.5409 -2.9019 1.0299 -0.293 0.331 -0.393
P 2.5333 -1.9017 -0.2060 0.439 -0.513 0.002
S 0.5524 -1.7114 -0.6541 0.379 0.840 0.554
S 3.5606 -0.2291 0.0963 -1.379 -0.497 0.029
O 3.2121 -2.8166 -1.3341 -0.314 0.066 0.532
C 4.0071 -2.3754 -2.4331 0.367 0.105 -0.385
C 5.1449 -3.3624 -2.6426 -0.356 0.212 0.131
H 4.9062 -5.2830 1.3005 0.067 -0.032 0.045
H 3.8370 -4.9307 -0.0709 0.056 -0.065 -0.033
H 3.1553 -5.4993 1.4579 -0.044 -0.130 0.012
H 4.6223 -2.8370 1.1238 -0.092 0.007 0.107
H 3.7571 -3.4002 2.5762 0.047 0.066 -0.180
H 4.3966 -1.3725 -2.2182 -0.111 -0.124 -0.100
H 3.3686 -2.3448 -3.3222 0.005 0.087 0.114
H 5.8561 -3.3070 -1.8230 0.077 -0.029 0.081
H 5.6592 -3.1278 -3.5712 0.071 -0.011 -0.066
H 4.7471 -4.3735 -2.7002 0.040 -0.062 -0.061
C 3.0997 1.7839 -3.3121 -0.167 -0.057 0.145
C 3.0115 3.1134 -2.5633 -0.196 -0.210 0.106
C 2.4413 2.6783 -1.2222 0.631 0.841 0.178
O 1.5284 1.6135 -1.5230 0.036 0.270 -0.183
C 1.9579 0.9511 -2.7201 0.157 -0.738 -0.710
H 4.0545 1.3002 -3.1115 0.040 -0.010 -0.026
H 2.9835 1.9113 -4.3846 0.064 -0.071 -0.075
H 2.3418 3.8076 -3.0705 -0.026 0.021 0.022
H 3.9827 3.5857 -2.4533 0.030 0.095 0.043
H 1.8870 3.4639 -0.7005 0.161 -0.185 -0.206
H 3.2410 2.2995 -0.5713 -0.245 0.078 -0.090
H 1.0922 0.8828 -3.3841 0.058 0.084 0.143
H 2.2875 -0.0664 -2.4663 -0.128 0.336 -0.080
C -1.6642 1.9579 -4.6115 -0.011 -0.067 -0.225
N -1.2119 1.8263 -3.2336 -0.689 -0.698 0.725
C -0.8977 3.1225 -2.6417 0.122 0.150 0.319
P -2.0815 0.8153 -2.1908 -0.631 0.086 -1.419
O -1.3859 0.7094 -0.8720 1.235 0.205 1.203
N -2.2938 -0.6312 -3.0123 0.414 1.118 0.732
C -1.1611 -1.2048 -3.7232 0.180 -0.061 -0.303
C -2.9662 -1.6189 -2.1741 -0.307 -0.257 0.033
N -3.6452 1.3224 -1.9177 1.076 -0.192 -0.143
C -4.5785 1.3480 -3.0252 -0.166 -0.085 -0.154
C -3.9529 2.1979 -0.8064 0.021 0.042 0.222
H -0.8015 2.0965 -5.2697 -0.047 -0.002 0.009
H -2.3264 2.8210 -4.7354 -0.023 -0.047 0.006
H -2.1979 1.0611 -4.9139 0.006 0.009 -0.164
H -0.0556 3.5673 -3.1756 0.009 -0.010 0.038
H -0.6271 3.0013 -1.5902 0.016 0.124 -0.217
H -1.7471 3.8136 -2.7130 0.021 -0.020 -0.020
H -0.6143 -0.4238 -4.2430 0.061 -0.046 -0.086
H -1.5391 -1.9150 -4.4592 0.024 -0.024 -0.027
H -0.4732 -1.7207 -3.0477 -0.061 0.002 -0.098
H -3.7376 -1.1303 -1.5810 -0.026 -0.127 0.005
H -2.2617 -2.1109 -1.4940 -0.059 -0.018 -0.049
H -3.4302 -2.3659 -2.8190 -0.001 -0.054 0.045
H -4.2523 0.6199 -3.7642 -0.194 0.045 -0.096
H -4.6491 2.3353 -3.4956 0.008 -0.016 0.061
H -5.5707 1.0628 -2.6697 -0.023 0.017 -0.019
H -3.1256 2.1612 -0.0995 -0.146 0.101 0.086
H -4.8590 1.8415 -0.3118 0.014 0.085 0.045
H -4.1113 3.2329 -1.1271 0.030 -0.030 -0.044
```
Forces are in eV/Å.

Frontier orbital gap (spin up / spin down), eV: 7.1 / 6.9
Charge: +1
Multiplicity: 2
⟨S²⟩: 0.76

Results of the Mulliken charge analysis, in e, for atoms 1 through 6:
1 W 0.706
2 O -0.707
3 S 1.419
4 O -0.611
5 O -0.781
6 C 0.435

=====

We obtain DFT total energy values of -79261.875, -80425.280, -114996.079 eV for the records listed above, in that order.